Record 1
{
  "formula": "C20H23N3O5S3",
  "method": "the ωB97M-V functional and the def2-TZVPD basis",
  "symbols": ["C", "C", "C", "C", "C", "C", "O", "N", "C", "C", "C", "C", "C", "O", "C", "S", "C", "C", "O", "N", "C", "C", "C", "C", "S", "O", "O", "C", "N", "C", "S", "H", "H", "H", "H", "H", "H", "H", "H", "H", "H", "H", "H", "H", "H", "H", "H", "H", "H", "H", "H", "H", "H", "H"],
  "coordinates": [[-6.18276, -2.93297, 2.23620], [-6.59362, -1.96145, 1.12817], [-5.42381, -1.19496, 0.61726], [-5.13374, 0.11680, 0.79236], [-3.91231, 0.50284, 0.18199], [-3.28817, 1.79861, 0.17114], [-3.70566, 2.81420, 0.68298], [-2.05551, 1.80991, -0.53372], [-1.31186, 3.05698, -0.53728], [0.00268, 2.92928, 0.16486], [1.19487, 3.55490, -0.04838], [2.08095, 3.06602, 0.94362], [1.36394, 2.17830, 1.68074], [0.10126, 2.08801, 1.21736], [-1.55922, 0.70192, -1.13761], [-0.05228, 0.89257, -2.01568], [0.35360, -0.83007, -2.45482], [1.67387, -1.18142, -1.78825], [2.68412, -1.26578, -2.46074], [1.68748, -1.32619, -0.44293], [0.51728, -1.35709, 0.40434], [2.96961, -1.33115, 0.25150], [3.83571, -2.56441, -0.05898], [5.12422, -2.40858, 0.72625], [5.31920, -0.59303, 0.90126], [6.53158, -0.12987, 0.29129], [5.09507, -0.23849, 2.27786], [3.84102, -0.12469, -0.04951], [-2.12113, -0.46643, -1.12270], [-3.28780, -0.55650, -0.45819], [-4.18771, -2.02115, -0.31112], [-5.45555, -3.64853, 1.85928], [-7.05072, -3.47696, 2.59913], [-5.73819, -2.39167, 3.06800], [-7.04831, -2.52454, 0.30945], [-7.33224, -1.25494, 1.51110], [-5.75593, 0.80782, 1.33074], [-1.95812, 3.77828, -0.01919], [-1.14226, 3.39633, -1.56334], [1.41362, 4.27021, -0.81304], [3.10554, 3.34188, 1.08569], [1.62329, 1.57249, 2.52617], [-0.50156, -1.44001, -2.17300], [0.50662, -0.85800, -3.53316], [0.68230, -2.07201, 1.21093], [-0.36183, -1.67476, -0.14907], [0.31762, -0.37624, 0.84463], [2.75514, -1.31608, 1.32501], [4.03431, -2.58104, -1.13078], [3.30619, -3.48007, 0.20902], [5.99639, -2.80170, 0.21674], [5.05980, -2.80875, 1.73379], [3.43992, 0.80949, 0.33017], [4.09884, -0.05313, -1.10122]],
  "mulliken_charge": [-1.087, -0.620, 0.819, -1.671, 0.454, 0.573, -0.703, 0.094, -1.288, 0.595, -0.714, -0.508, -0.578, -0.262, 0.490, -0.111, -1.073, 0.838, -0.656, 0.196, -1.256, -0.639, -0.927, -0.735, 1.199, -0.697, -0.663, -0.355, -0.291, 0.328, -0.197, 0.349, 0.353, 0.319, 0.298, 0.327, 0.446, 0.487, 0.275, 0.496, 0.588, 0.587, 0.621, 0.472, 0.444, 0.537, 0.235, 0.681, 0.360, 0.425, 0.432, 0.368, -0.170, 0.514],
  "gap_ev": 8.586,
  "total_charge": 0,
  "total_energy_ha": -2510.97217,
  "spin_multiplicity": 1,
  "smiles": "CCc1cc2c(=O)n(Cc3ccco3)c(SCC(=O)N(C)[C@H]3CCS(=O)(=O)C3)nc2s1"
}

---

Record 2
{
  "formula": "C6H11N",
  "method": "the ωB97M-V functional and the def2-TZVPD basis",
  "symbols": ["C", "C", "C", "C", "C", "C", "N", "H", "H", "H", "H", "H", "H", "H", "H", "H", "H", "H"],
  "coordinates": [[1.85497, -0.62890, 0.10429], [0.54678, 0.08709, 0.44693], [0.51353, 1.52485, -0.10739], [-0.67394, -0.74289, -0.01970], [-2.01104, -0.19602, 0.49600], [-0.70302, -0.82820, -1.49121], [-0.73074, -0.86437, -2.64786], [1.88863, -1.63234, 0.54502], [2.71240, -0.06697, 0.49037], [1.98045, -0.72934, -0.98027], [0.46659, 0.12860, 1.54182], [1.51790, 1.86056, -0.38236], [0.11732, 2.23713, 0.62206], [-0.10060, 1.59745, -1.01205], [-0.54899, -1.76957, 0.35008], [-2.84856, -0.79366, 0.12518], [-2.02292, -0.22564, 1.59015], [-2.16512, 0.83919, 0.17584]],
  "mulliken_charge": [-1.640, 0.504, -1.370, 0.338, -1.448, 0.073, -0.492, 0.388, 0.418, 0.363, 0.403, 0.406, 0.286, 0.349, 0.330, 0.416, 0.377, 0.297],
  "e_above_lowest_kj_mol": 7.6,
  "gap_ev": 12.307,
  "total_charge": 0,
  "total_energy_ha": -289.96878,
  "spin_multiplicity": 1,
  "smiles": "CC(C)[C@@H](C)C#N"
}

---

Record 3
{
  "formula": "C25H44F6NO11PPb",
  "method": "the ωB97M-V functional and the def2-TZVPD basis",
  "symbols": ["Pb", "C", "C", "C", "C", "C", "C", "N", "O", "C", "C", "C", "H", "H", "H", "H", "H", "H", "H", "H", "H", "H", "H", "H", "H", "H", "H", "H", "H", "H", "P", "F", "F", "F", "F", "F", "F", "C", "C", "C", "O", "C", "H", "H", "H", "H", "H", "H", "H", "H", "C", "C", "C", "O", "C", "O", "O", "H", "H", "H", "H", "H", "H", "C", "C", "C", "O", "C", "O", "O", "H", "H", "H", "H", "H", "H", "C", "C", "C", "O", "C", "O", "O", "H", "H", "H", "H", "H", "H"],
  "coordinates": [[26.61505, -30.26886, -13.92822], [26.75171, -27.33280, -9.55459], [25.92462, -28.56450, -9.88550], [24.92648, -28.82977, -8.74020], [23.66640, -27.98611, -8.89577], [23.07494, -27.96977, -10.27910], [24.09856, -27.71019, -11.41074], [25.23798, -28.57552, -11.16192], [26.15196, -28.56580, -12.23972], [24.42179, -26.20839, -11.43338], [23.37992, -28.12614, -12.68458], [26.84926, -29.77783, -9.83486], [27.28212, -27.40243, -8.59659], [26.23218, -26.37350, -9.48731], [27.54407, -27.15980, -10.29037], [25.34603, -28.51566, -7.78201], [24.66335, -29.88932, -8.69408], [23.84214, -26.95812, -8.54905], [22.95054, -28.29336, -8.11753], [22.31497, -27.17511, -10.28874], [22.46946, -28.85236, -10.51864], [24.48912, -25.69227, -10.47870], [23.84881, -25.60876, -12.14787], [25.42903, -26.14434, -11.88007], [22.50840, -27.49186, -12.84211], [23.22984, -29.20225, -12.63537], [24.03711, -27.96916, -13.54477], [26.34256, -30.60462, -10.33809], [27.00375, -30.13704, -8.80767], [27.84204, -29.65814, -10.26776], [27.88097, -32.14205, -16.23341], [27.35661, -33.51155, -16.83153], [27.74595, -32.66649, -14.70471], [29.40414, -32.62603, -16.22653], [28.35275, -30.63978, -15.68616], [28.06556, -31.56310, -17.71674], [26.31582, -31.64951, -16.11047], [25.79712, -26.89309, -17.05697], [26.35588, -25.92998, -16.00938], [26.66054, -26.81324, -14.80541], [26.66326, -28.16969, -15.28811], [26.50910, -28.20099, -16.71122], [25.92196, -26.59657, -18.09362], [24.73546, -27.06864, -16.84734], [25.71115, -25.09290, -15.74385], [27.25352, -25.46175, -16.42662], [25.90081, -26.75571, -14.02615], [27.61024, -26.57946, -14.32241], [25.97732, -29.09790, -17.01605], [27.51051, -28.18522, -17.15746], [23.91536, -33.60808, -8.60154], [23.36385, -33.34568, -9.97372], [22.67833, -31.98662, -10.08267], [23.02767, -31.55294, -11.40139], [24.16292, -32.17529, -11.75944], [24.80310, -31.93705, -12.73261], [24.49480, -33.12017, -10.85226], [24.44346, -34.56120, -8.53008], [23.15960, -33.64493, -7.80888], [24.60677, -32.84267, -8.24295], [22.77598, -34.17751, -10.35873], [23.06279, -31.24371, -9.38466], [21.59781, -32.08787, -10.00007], [30.43182, -31.73284, -8.33953], [30.01993, -32.55017, -9.52589], [28.77566, -33.48027, -9.41924], [27.90763, -32.99344, -10.45283], [28.50697, -32.01881, -11.14756], [27.97840, -31.42474, -12.03277], [29.69343, -31.69585, -10.61739], [30.52079, -32.32263, -7.42428], [29.72235, -30.92724, -8.13758], [31.41071, -31.27002, -8.46985], [30.82026, -33.24035, -9.79904], [28.23951, -33.53563, -8.47730], [29.09275, -34.46176, -9.76951], [19.81989, -30.23782, -15.57594], [21.05619, -30.96824, -16.05028], [21.74164, -30.38325, -17.29972], [22.94835, -29.84002, -16.78978], [23.14622, -30.24521, -15.51458], [24.11645, -29.97503, -14.88678], [22.09527, -30.95203, -15.06750], [19.10619, -30.18071, -16.39775], [20.01459, -29.29912, -15.06380], [19.33350, -30.89049, -14.84373], [20.79803, -32.00807, -16.25407], [21.10316, -29.58877, -17.68694], [21.93583, -31.13029, -18.06609]],
  "mulliken_charge": [2.205, -1.933, 1.587, -0.492, -1.159, -1.091, 1.639, 1.149, -1.002, -1.839, -1.312, -1.644, 0.453, 0.304, 0.261, 0.470, -0.089, 0.480, 0.416, 0.403, 0.338, 0.348, 0.439, 0.350, 0.618, 0.007, -0.478, -0.199, 0.231, 0.550, 1.541, -0.395, -0.420, -0.370, -0.534, -0.388, -0.457, -0.589, -0.722, 0.140, -0.120, -0.433, 0.430, 0.136, 0.369, 0.309, -0.428, 0.361, 0.161, 0.339, -1.501, 0.427, -0.463, -0.038, 0.387, -0.401, -0.275, 0.378, 0.383, 0.269, 0.348, -0.026, 0.402, -1.356, 0.584, -0.577, -0.292, 0.496, -0.587, -0.279, 0.385, 0.267, 0.352, 0.247, 0.317, 0.307, -1.428, 0.303, -0.483, -0.365, 0.177, 0.414, -0.350, 0.417, 0.321, 0.370, 0.303, 0.304, 0.328],
  "gap_ev": 6.534,
  "total_charge": 0,
  "total_energy_ha": -2995.01332,
  "spin_multiplicity": 1
}

---

Record 4
{
  "formula": "H18O9",
  "method": "the ωB97M-V functional and the def2-TZVPD basis",
  "symbols": ["O", "H", "H", "O", "H", "H", "O", "H", "H", "O", "H", "H", "O", "H", "H", "O", "H", "H", "O", "H", "H", "O", "H", "H", "O", "H", "H"],
  "coordinates": [[0.45268, -0.15883, -3.30622], [-0.04623, 0.57288, -2.90246], [0.99265, -0.46002, -2.56777], [-2.06435, 0.64513, 0.69421], [-1.58401, 0.37139, 1.43738], [-2.09212, 1.59547, 0.82716], [2.44176, -0.00476, 2.83015], [2.00226, -0.38930, 2.11274], [2.08800, 0.90137, 2.95810], [0.70040, 1.76012, 0.86857], [1.57233, 2.06016, 0.98160], [0.31654, 2.50530, 0.43961], [-0.96727, -2.48368, -0.22346], [-1.56796, -2.20501, -0.88306], [-0.91998, -3.41843, -0.32116], [-1.04808, 1.40551, -1.75909], [-1.50523, 2.23645, -1.68464], [-1.28379, 1.00518, -0.93800], [1.19131, -0.98903, 0.53809], [0.30962, -1.27012, 0.44139], [1.14927, -0.06911, 0.23651], [-2.02653, -3.11701, 2.32224], [-2.70375, -2.58367, 2.75757], [-1.83969, -2.57393, 1.54310], [2.33990, 1.48735, -1.80817], [2.42875, 1.04971, -2.67982], [1.66349, 2.12689, -1.91457]],
  "mulliken_charge": [-0.680, 0.384, 0.297, -0.674, 0.295, 0.307, -0.633, 0.466, 0.277, -0.488, 0.259, 0.232, -0.616, 0.281, 0.251, -0.587, 0.317, 0.275, -0.745, 0.363, 0.359, -0.633, 0.328, 0.364, -0.616, 0.321, 0.297],
  "e_above_lowest_kj_mol": 242.5,
  "gap_ev": 10.237,
  "total_charge": 0,
  "total_energy_ha": -687.93344,
  "spin_multiplicity": 1,
  "smiles": "O.O.O.O.O.O.O.O.O"
}

---

Record 5
{
  "formula": "C38H55N9O3SY",
  "method": "the ωB97M-V functional and the def2-TZVPD basis",
  "symbols": ["Y", "C", "C", "N", "C", "C", "N", "C", "C", "N", "H", "H", "H", "H", "H", "H", "H", "H", "H", "H", "H", "H", "H", "H", "H", "N", "C", "C", "C", "C", "C", "N", "C", "C", "C", "C", "C", "N", "H", "H", "H", "H", "H", "H", "H", "H", "H", "N", "C", "C", "O", "O", "H", "H", "H", "H", "H", "O", "S", "C", "C", "C", "C", "C", "C", "C", "C", "C", "C", "C", "C", "C", "C", "H", "H", "H", "H", "H", "H", "H", "H", "H", "H", "H", "H", "H", "H", "C", "C", "N", "C", "C", "N", "C", "C", "H", "H", "H", "H", "H", "H", "H", "H", "H", "H", "H", "H"],
  "coordinates": [[0.69574, 0.39120, -1.02725], [2.75388, 3.07817, -0.75341], [2.52567, 2.72261, -2.21425], [1.13602, 2.29027, -2.48404], [0.11340, 3.36718, -2.45480], [-0.39174, 3.65252, -1.05567], [-0.59368, 2.41767, -0.26201], [-0.20579, 2.65872, 1.13386], [1.31850, 2.79931, 1.26953], [2.09373, 2.11865, 0.18511], [2.38381, 4.07970, -0.54663], [3.82801, 3.10796, -0.56647], [3.18544, 1.89567, -2.49507], [2.80143, 3.58605, -2.82600], [1.10104, 1.92657, -3.43395], [-0.70266, 3.02041, -3.08370], [0.51112, 4.28270, -2.90203], [-1.32697, 4.21310, -1.11866], [0.30587, 4.29718, -0.52257], [-1.62051, 2.22861, -0.23076], [-0.57282, 1.82428, 1.72760], [-0.68675, 3.55879, 1.52785], [1.62426, 2.38107, 2.22434], [1.61085, 3.84845, 1.29741], [2.83056, 1.58907, 0.64560], [0.50449, -2.45054, -2.09086], [1.04085, -1.93594, -3.29657], [0.98609, -2.68370, -4.46561], [1.56599, -2.15997, -5.60764], [2.18242, -0.91599, -5.54376], [2.16278, -0.24126, -4.34296], [1.58316, -0.72009, -3.23114], [1.40538, -2.64833, -1.01689], [1.56434, -3.89314, -0.42546], [2.54680, -4.03557, 0.53388], [3.34172, -2.94204, 0.86656], [3.06545, -1.73371, 0.27509], [2.09415, -1.57139, -0.64527], [-0.07655, -3.26499, -2.23946], [0.55060, -3.67523, -4.46019], [1.57222, -2.73222, -6.52664], [2.67442, -0.48186, -6.40207], [2.63943, 0.72791, -4.26312], [0.96651, -4.73530, -0.74908], [2.71807, -5.00120, 0.99221], [4.14726, -3.01955, 1.58044], [3.63463, -0.85130, 0.54397], [-2.49511, -0.14687, -5.78284], [-2.27767, -0.78564, -4.44300], [-1.34945, 0.13819, -3.65670], [-0.85048, 1.06657, -4.30328], [-1.16028, -0.15815, -2.44378], [-2.28447, -0.76775, -6.56501], [-1.82798, 0.65039, -5.77508], [-3.44651, 0.20338, -5.90530], [-1.80329, -1.75403, -4.58089], [-3.22738, -0.92477, -3.93144], [0.51685, -0.43978, 1.26881], [0.06822, -0.46173, 2.74040], [0.17839, -2.21507, 3.09124], [-0.15607, -2.56399, 4.51648], [0.66641, -3.45556, 5.19713], [0.38437, -3.80873, 6.50933], [-0.71478, -3.25935, 7.15363], [-1.54140, -2.37054, 6.47788], [-1.26707, -2.02625, 5.16224], [1.33061, 0.17437, 3.86744], [2.76829, -0.19415, 3.65796], [3.63828, 0.69963, 3.03557], [4.99149, 0.41243, 2.91832], [5.49338, -0.77218, 3.44387], [4.64009, -1.65228, 4.09746], [3.28505, -1.36751, 4.20021], [1.19276, -2.51134, 2.81432], [-0.52233, -2.65267, 2.37527], [1.52083, -3.89668, 4.69485], [1.02204, -4.51305, 7.02648], [-0.93029, -3.52635, 8.17917], [-2.40713, -1.95206, 6.97315], [-1.93751, -1.35091, 4.64074], [0.93989, -0.20774, 4.81837], [1.17557, 1.25272, 3.88107], [3.27384, 1.66904, 2.71542], [5.66282, 1.12932, 2.46332], [6.55225, -0.98546, 3.38407], [5.03587, -2.55236, 4.55002], [2.63409, -2.03604, 4.75355], [-3.59095, 0.45600, -0.09986], [-4.90369, -0.18825, -0.61727], [-5.79128, 0.83746, -1.15028], [-5.13713, 1.51839, -2.25686], [-3.82247, 2.17905, -1.76781], [-3.62023, 1.91470, -0.32948], [-4.76943, 2.47933, 0.40992], [-6.08500, 1.81816, -0.09591], [-2.70721, 0.04605, -0.60472], [-3.47076, 0.28627, 0.97290], [-5.42766, -0.70521, 0.18633], [-4.70539, -0.92349, -1.40148], [-5.82427, 2.26060, -2.66233], [-4.94642, 0.78288, -3.04689], [-3.85060, 3.26125, -1.90876], [-2.95225, 1.79561, -2.30634], [-4.77621, 3.55926, 0.25968], [-4.60765, 2.29549, 1.47238], [-6.76637, 2.56286, -0.50488], [-6.60586, 1.30600, 0.71183]],
  "mulliken_charge": [0.930, -0.950, -0.674, -0.071, -0.994, -0.835, 1.404, -0.980, -0.344, -0.178, 0.448, 0.473, 0.378, 0.465, 0.247, 0.257, 0.508, 0.601, 0.422, -0.274, -0.086, 0.754, -0.025, 0.615, 0.170, 0.489, -0.090, -0.971, -0.655, -1.214, -0.213, 0.671, 0.912, -0.920, -0.765, -0.832, -0.534, 0.315, 0.461, 0.516, 0.536, 0.538, 0.316, 0.477, 0.518, 0.612, 0.552, -0.085, -1.040, 1.606, -1.129, -0.564, 0.381, 0.312, 0.364, 0.244, 0.149, -0.683, 0.269, 0.317, -0.128, -0.226, -0.811, -0.556, -0.777, -0.089, -1.565, 0.254, -0.554, -0.976, -0.486, -1.120, -0.008, -0.370, 0.816, 0.503, 0.433, 0.418, 0.429, 0.409, 0.679, 0.939, 1.010, 0.489, 0.439, 0.500, 0.739, 0.678, -1.138, -0.115, -0.989, 0.673, -0.827, -0.594, -0.651, -0.803, 0.594, 0.291, 0.443, 0.297, 0.362, 0.656, -0.881, 0.441, 0.399, 0.327, 0.329],
  "e_above_lowest_kj_mol": 16.5,
  "gap_ev": 7.130,
  "total_charge": 3,
  "total_energy_ha": -2635.41930,
  "spin_multiplicity": 1
}

---

Record 6
{
  "formula": "C5H7OP",
  "method": "the ωB97M-V functional and the def2-TZVPD basis",
  "symbols": ["C", "C", "C", "C", "C", "O", "P", "H", "H", "H", "H", "H", "H", "H"],
  "coordinates": [[0.96970, 0.85481, -1.05707], [1.04563, -0.00471, 0.00974], [-0.30066, 1.50636, -1.28273], [-0.14974, -0.25655, 0.66667], [-0.31042, -1.26952, 1.71665], [-1.36559, -1.05032, -1.09185], [-1.55665, 0.27691, -0.41886], [1.76692, 0.90441, -1.78697], [1.96273, -0.50581, 0.28348], [-0.43076, 2.40211, -0.67543], [-0.51388, 1.73473, -2.32582], [-0.58581, -0.80728, 2.66575], [0.59880, -1.85366, 1.86021], [-1.13026, -1.93148, 1.43621]],
  "mulliken_charge": [-0.382, -0.433, -0.680, 0.432, -1.080, -0.418, 0.225, 0.374, 0.345, 0.298, 0.390, 0.292, 0.313, 0.324],
  "e_above_lowest_kj_mol": 0.0,
  "gap_ev": [8.365, 7.216],
  "total_charge": 0,
  "total_energy_ha": -611.19836,
  "spin_multiplicity": 3
}